# 1
Computed, not measured: one molecule with the formula C11H23N3O3 in a non-equilibrium geometry, with wB97M-V/def2-TZVPD.

Computed properties:
SMILES ... CC(C)[C@H](NC(=O)[C@@H](N)CCCCN)C(=O)O
HOMO ... -9.2334 eV
Kohn-Sham gap ... 9.84 eV
E_tot ... -22392.0763 eV
Energy relative to the best compared isomer or geometry (same formula, charge and spin) ... 41.10 kcal/mol

Last column: Mulliken charge in e.
Geometry (Å):
C  -2.309  -1.808  1.703  -1.369
C  -2.095  -0.381  1.170  0.681
C  -3.174  0.578  1.615  -1.451
C  -1.856  -0.254  -0.377  0.287
N  -1.422  1.100  -0.732  -0.085
C  -0.221  1.600  -0.359  0.333
O  0.020  2.784  -0.642  -0.711
C  0.942  0.642  0.191  -0.035
N  0.871  -0.769  -0.234  -0.322
C  2.302  1.393  0.047  -0.831
C  3.374  0.903  1.096  -0.765
C  4.092  -0.412  0.858  -0.681
C  4.300  -0.767  -0.609  -0.082
N  5.379  -1.682  -0.901  -0.693
C  -3.217  -0.709  -0.965  0.200
O  -3.701  -1.827  -1.139  -0.614
O  -4.097  0.294  -1.156  -0.470
H  -2.163  -1.780  2.789  0.406
H  -1.395  -2.387  1.223  0.264
H  -3.289  -2.183  1.356  0.310
H  -1.239  0.095  1.648  0.163
H  -3.070  0.709  2.749  0.424
H  -4.179  0.073  1.553  0.278
H  -3.133  1.581  1.210  0.313
H  -1.155  -1.103  -0.642  0.270
H  -2.125  1.701  -1.106  0.293
H  0.720  0.584  1.300  0.141
H  1.517  -1.331  0.296  0.151
H  0.945  -0.858  -1.262  0.284
H  2.629  1.526  -0.976  0.513
H  2.086  2.467  0.281  0.415
H  4.146  1.799  1.059  0.310
H  2.957  0.975  2.090  0.332
H  3.587  -1.261  1.414  0.277
H  5.142  -0.402  1.314  0.323
H  4.574  0.168  -1.146  0.256
H  3.310  -1.165  -1.039  0.046
H  5.151  -2.698  -0.761  0.245
H  5.557  -1.629  -1.900  0.258
H  -4.968  -0.140  -1.100  0.335

=====

# 2
Computed, not measured: one molecule with the formula C3H7NO in a non-equilibrium geometry, with wB97M-V/def2-TZVPD.

Computed properties:
SMILES ... CNC(C)=O
HOMO ... -9.6084 eV
Kohn-Sham gap ... 10.50 eV
E_tot ... -6762.3026 eV
Energy relative to the best compared isomer or geometry (same formula, charge and spin) ... 10.32 kcal/mol

Last column: Mulliken charge in e.
Geometry (Å):
C  -0.353  0.931  -1.129  -0.813
N  0.140  1.034  0.185  -0.146
C  0.432  -0.005  1.022  0.721
C  0.058  -1.426  0.517  -1.175
O  0.882  0.162  2.135  -0.618
H  -0.386  -0.108  -1.431  0.293
H  0.349  1.371  -1.824  0.313
H  -1.355  1.389  -1.239  0.258
H  0.377  1.939  0.590  0.231
H  -1.019  -1.425  0.273  0.343
H  0.650  -1.690  -0.387  0.320
H  0.225  -2.172  1.288  0.274

=====

# 3
Computed, not measured: one molecule with the formula CH3NOS2 in a non-equilibrium geometry, with wB97M-V/def2-TZVPD.

Computed properties:
SMILES ... OSNC=S
HOMO ... -8.6817 eV
Kohn-Sham gap ... 8.63 eV
E_tot ... -26291.8185 eV
Energy relative to the best compared isomer or geometry (same formula, charge and spin) ... 26.53 kcal/mol

Last column: Mulliken charge in e.
Geometry (Å):
O  -2.032  0.587  0.597  -0.425
S  -1.527  -0.778  -0.234  0.134
N  0.287  -0.290  -0.565  -0.332
C  1.184  -0.302  0.440  -0.017
S  2.713  0.085  0.075  -0.343
H  -1.942  1.255  -0.136  0.361
H  0.423  -0.056  -1.550  0.268
H  0.893  -0.502  1.371  0.354

=====

# 4
Computed, not measured: C17H21ClN4O3 as an isolated structure in a non-equilibrium geometry, with wB97M-V/def2-TZVPD.

Computed properties:
HOMO ... -8.2777 eV
Kohn-Sham gap ... 7.08 eV
E_tot ... -42577.9380 eV

Last column: Mulliken charge in e.
Geometry (Å):
C  0.739  -2.650  3.536  -1.262
C  1.414  -1.744  2.695  1.046
N  1.020  -0.758  2.171  -0.442
N  -0.188  -0.295  2.026  -0.051
C  -0.639  0.623  0.994  -0.325
O  0.293  1.216  0.261  -0.609
C  -1.830  1.146  1.313  1.116
O  -2.590  0.300  2.323  -0.800
N  -2.565  1.808  0.634  0.285
C  -1.975  2.642  -0.483  -0.662
C  -2.874  3.228  -1.157  -0.655
H  -3.294  4.054  -0.803  0.475
H  -2.622  3.614  -2.430  0.263
C  -4.109  2.368  -1.494  -0.496
H  -4.906  2.718  -2.329  0.261
H  -3.612  1.549  -2.094  0.345
C  -4.869  2.112  -0.394  -0.923
C  -3.873  2.350  0.886  -0.942
H  -4.067  3.296  1.307  0.436
H  -4.159  1.767  1.856  0.437
H  -5.112  0.840  -0.330  0.204
H  -5.555  2.592  -0.082  0.628
H  -1.330  1.884  -0.956  0.430
H  -1.035  3.421  -0.014  0.208
H  -0.950  -0.927  2.756  0.360
C  2.921  -2.135  2.497  -1.041
H  3.565  -1.227  2.563  0.400
H  3.258  -3.091  3.200  0.198
C  3.431  -2.411  0.935  0.726
O  3.853  -3.430  0.656  -0.598
N  2.940  -1.555  0.235  -0.019
C  2.989  -1.520  -1.311  0.646
C  2.375  -0.350  -1.833  -0.589
C  2.415  -0.212  -3.386  -0.724
C  3.170  -1.145  -4.071  0.436
C  3.845  -2.241  -3.174  -0.354
C  3.642  -2.465  -2.026  -0.539
H  4.417  -2.947  -1.436  0.307
H  4.403  -2.934  -3.931  0.202
Cl  3.403  -1.028  -5.632  -0.222
H  1.935  0.771  -3.754  0.272
H  2.077  0.447  -1.234  0.570
H  2.490  -0.733  0.504  0.088
H  -0.300  -2.427  3.371  0.255
H  1.168  -2.853  4.515  0.327
H  0.694  -3.670  3.120  0.334

=====

# 5
Computed, not measured: C36H52BaF5GeN5O6 as an isolated structure, with wB97M-V/def2-TZVPD.

Computed properties:
Spin multiplicity ... 2
HOMO (alpha / beta) ... -9.3510 / -10.0803 eV
Kohn-Sham gap (alpha / beta) ... 6.94 / 7.42 eV
Net charge ... +1
E_tot ... -128709.0578 eV

Last column: Löwdin spin population.
Geometry (Å):
Ba  0.009  -0.104  0.490  0.000
C  -2.451  -4.519  -1.040  0.009
C  -1.807  -2.269  -2.067  0.022
C  -0.016  -0.716  -3.107  0.033
C  -3.152  -1.647  -1.663  0.014
O  -0.917  -2.080  -1.002  0.000
Ge  0.466  -3.285  -0.277  0.001
O  -0.098  -2.526  1.389  0.000
C  0.043  -3.103  2.680  0.000
C  1.049  -2.260  3.470  0.000
C  0.517  -4.550  2.592  0.000
C  -1.331  -3.046  3.342  0.000
O  1.711  -1.837  -0.512  0.000
C  3.089  -2.107  -0.759  0.000
C  3.702  -0.786  -1.212  0.000
C  3.249  -3.146  -1.868  0.000
C  3.759  -2.585  0.528  0.000
H  -3.535  -4.490  -0.949  0.001
H  -2.021  -4.065  -0.153  0.000
H  -2.145  -5.560  -1.101  0.002
H  0.363  -0.370  -4.065  0.000
H  0.746  -1.304  -2.598  0.007
H  -0.182  0.175  -2.478  0.010
H  -3.924  -1.807  -2.412  0.002
H  -3.018  -0.573  -1.544  0.000
H  -3.479  -2.070  -0.714  0.001
H  2.019  -2.278  2.973  0.000
H  1.178  -2.641  4.484  0.000
H  0.704  -1.226  3.541  0.000
H  1.504  -4.615  2.133  0.000
H  -0.172  -5.156  2.003  0.000
H  0.582  -4.983  3.591  0.000
H  -1.672  -2.010  3.391  0.000
H  -1.299  -3.447  4.356  0.000
H  -2.053  -3.624  2.764  0.000
H  3.277  -0.491  -2.170  0.000
H  4.782  -0.877  -1.329  0.000
H  3.497  0.003  -0.485  0.000
H  2.673  -2.851  -2.745  0.000
H  2.903  -4.129  -1.549  0.000
H  4.295  -3.236  -2.159  0.000
H  3.661  -1.830  1.310  0.000
H  4.820  -2.784  0.371  0.000
H  3.293  -3.506  0.883  0.000
C  -1.716  1.998  4.607  0.000
C  -2.006  1.181  3.377  0.000
O  -1.114  0.649  2.727  0.000
N  -3.304  1.043  3.027  0.000
C  -3.729  0.242  1.889  0.000
C  -3.799  1.019  0.592  0.000
C  -5.022  1.274  -0.011  0.000
C  -5.052  1.955  -1.218  0.000
C  -3.854  2.367  -1.778  0.000
C  -2.678  2.076  -1.102  0.000
N  -2.641  1.410  0.051  0.000
H  -0.642  2.041  4.765  0.000
H  -2.188  1.549  5.480  0.000
H  -2.106  3.009  4.493  0.000
H  -4.006  1.493  3.589  0.000
H  -4.710  -0.175  2.119  0.000
H  -3.031  -0.592  1.785  0.000
H  -5.936  0.933  0.454  0.000
H  -5.992  2.155  -1.713  0.000
H  -3.823  2.893  -2.721  0.000
H  -1.717  2.366  -1.508  0.000
N  5.058  5.318  3.781  0.000
C  3.733  5.333  3.523  0.000
O  3.031  6.299  3.738  0.000
C  3.123  4.072  2.952  0.000
C  3.815  2.909  2.641  0.000
C  3.114  1.837  2.108  0.000
N  1.806  1.861  1.873  0.000
C  1.145  2.973  2.184  0.000
C  1.751  4.095  2.718  0.000
H  5.462  6.146  4.187  0.000
H  5.640  4.513  3.652  0.000
H  4.879  2.802  2.792  0.000
H  3.632  0.919  1.858  0.000
H  0.078  2.961  1.991  0.000
H  1.191  4.988  2.957  0.000
F  -1.456  -0.576  -5.407  -0.016
C  -1.894  -1.462  -4.478  0.001
C  -1.257  -1.525  -3.287  0.191
C  -2.004  -3.793  -2.308  0.035
F  -0.736  -4.291  -2.679  0.023
C  -2.965  -4.169  -3.397  0.248
F  -3.469  -5.407  -3.262  0.068
C  -3.414  -3.481  -4.480  -0.007
F  -4.369  -4.062  -5.215  -0.024
C  -2.980  -2.236  -4.959  0.288
F  -3.594  -1.791  -6.055  0.088
C  2.615  2.203  -2.944  0.000
N  1.969  3.372  -2.367  0.000
C  2.404  4.667  -2.865  0.000
C  0.977  3.233  -1.481  0.000
C  0.284  4.487  -1.012  0.000
O  0.617  2.120  -1.066  0.001
H  2.587  2.267  -4.032  0.000
H  2.087  1.311  -2.622  0.000
H  3.655  2.144  -2.619  0.000
H  3.393  4.550  -3.303  0.000
H  2.478  5.396  -2.061  0.000
H  1.730  5.049  -3.636  0.000
H  -0.035  5.108  -1.849  0.000
H  0.949  5.087  -0.390  0.000
H  -0.583  4.199  -0.424  0.000

=====

# 6
Computed, not measured: C12H14F6I2IrNO4S2 as an isolated structure, with wB97M-V/def2-TZVPD.

Computed properties:
Spin multiplicity ... 2
HOMO (alpha / beta) ... -19.7599 / -19.8716 eV
Kohn-Sham gap (alpha / beta) ... 7.73 / 6.14 eV
Net charge ... +3
E_tot ... -79332.8308 eV
Energy relative to the best compared isomer or geometry (same formula, charge and spin) ... 26.12 kcal/mol

Last column: Löwdin spin population.
Geometry (Å):
Ir  1.070  -0.424  -0.892  0.028
C  1.414  -1.746  2.470  0.041
C  0.808  -0.491  2.007  0.179
C  -0.499  -0.150  2.437  0.179
C  -1.043  1.112  2.230  -0.009
C  -2.380  1.483  2.768  -0.012
C  -0.266  2.047  1.519  0.297
C  1.060  1.749  1.049  0.162
C  1.903  2.870  0.597  0.035
C  1.553  0.422  1.161  0.015
H  1.624  -1.625  3.546  0.018
H  2.355  -1.988  1.981  0.001
H  0.710  -2.580  2.407  0.011
H  -1.070  -0.895  2.983  0.005
H  -2.280  1.736  3.829  -0.005
H  -3.076  0.647  2.703  -0.002
H  -2.799  2.350  2.261  -0.001
H  -0.655  3.045  1.349  0.009
H  2.136  3.472  1.490  0.017
H  1.359  3.547  -0.068  0.008
H  2.844  2.553  0.158  0.001
H  2.636  0.325  1.195  -0.001
I  3.455  -1.477  -1.095  -0.001
C  3.922  0.001  -2.582  0.000
I  2.128  1.191  -2.622  0.002
H  4.054  -0.483  -3.545  0.000
H  4.778  0.590  -2.271  0.000
F  -4.166  0.741  -2.449  0.000
C  -3.345  0.976  -1.468  0.000
F  -3.203  2.262  -1.234  0.000
F  -3.691  0.335  -0.369  0.000
S  -1.651  0.355  -1.977  0.001
O  -0.804  0.543  -0.732  0.015
O  -1.142  1.075  -3.097  0.000
N  -1.880  -1.205  -2.138  0.002
S  -0.675  -2.104  -1.794  0.000
O  -0.223  -2.085  -0.349  0.007
O  0.569  -1.673  -2.524  0.000
C  -1.299  -3.878  -2.187  0.000
F  -1.566  -3.913  -3.456  0.000
F  -2.349  -4.036  -1.437  0.000
F  -0.318  -4.671  -1.853  0.000

=====

# 7
Computed, not measured: CF2O3 as an isolated structure in a non-equilibrium geometry, with wB97M-V/def2-TZVPD.

Computed properties:
HOMO (alpha / beta) ... -10.2201 / -12.0553 eV
Kohn-Sham gap (alpha / beta) ... 8.25 / 10.44 eV
E_tot ... -12605.5189 eV
Energy relative to the best compared isomer or geometry (same formula, charge and spin) ... 68.21 kcal/mol

Last column: Mulliken charge in e.
Geometry (Å):
C  1.373  0.001  -0.040  0.514
O  1.467  -0.344  1.091  -0.310
O  -0.925  0.368  -0.881  -0.060
O  -1.781  -0.360  -0.376  0.222
F  2.286  0.269  -0.830  -0.117
F  -2.420  0.067  1.036  -0.249